[1]
Density functional theory data (ωB97M-V/def2-TZVPD) for a molecular structure, C17H54LiN22O19 at a distorted geometry.

Last column: Löwdin charge in e.
Atoms and positions in Å:
Li1 -25.068 14.169 12.949  0.73
C1 -25.069 16.582 9.708  0.02
C2 -25.154 16.120 8.387  -0.28
C3 -24.830 14.705 8.017  -0.26
O1 -24.548 14.204 6.824  -0.09
C4 -24.442 13.813 8.992  -0.02
C5 -24.432 14.116 10.393  -0.33
C6 -24.763 15.653 10.825  -0.28
O2 -24.609 15.928 12.029  -0.14
O3 -24.180 13.231 11.206  -0.10
O4 -25.539 17.018 7.498  -0.07
H1 -25.213 17.614 9.992  0.09
H2 -24.285 12.751 8.879  0.09
C7 -21.933 18.634 6.112  -0.83
O5 -21.921 17.912 5.174  0.06
N1 -22.961 18.760 6.901  0.19
N2 -20.872 19.307 6.469  0.16
H3 -22.933 19.404 7.678  0.10
H4 -23.711 18.089 6.826  0.08
H5 -20.990 20.045 7.148  0.10
H6 -20.101 19.305 5.815  0.12
C8 -24.804 11.363 14.659  -0.80
O6 -24.428 12.294 14.016  -0.02
N3 -24.182 10.851 15.692  0.21
N4 -25.916 10.860 14.248  0.20
H7 -24.731 10.206 16.242  0.12
H8 -23.375 11.358 16.027  0.13
H9 -26.261 10.037 14.722  0.12
H10 -26.250 11.194 13.356  0.10
C9 -28.144 17.446 13.702  -0.87
O7 -28.461 17.044 14.799  0.04
N5 -28.838 18.322 13.120  0.19
N6 -27.065 17.177 13.134  0.18
H11 -28.586 18.787 12.259  0.12
H12 -29.596 18.728 13.649  0.13
H13 -26.464 16.544 13.643  0.11
H14 -26.961 17.202 12.130  0.11
C10 -27.505 18.651 4.835  -0.86
O8 -27.690 19.548 4.073  0.04
N7 -26.466 17.891 4.800  0.19
N8 -28.429 18.287 5.650  0.17
H15 -26.034 17.507 5.629  0.06
H16 -25.782 18.180 4.115  0.13
H17 -29.132 18.940 5.966  0.12
H18 -28.373 17.436 6.191  0.09
C11 -22.822 18.438 13.576  -0.84
O9 -22.439 19.498 13.991  0.04
N9 -23.139 18.150 12.374  0.19
N10 -22.877 17.357 14.288  0.17
H19 -23.302 18.973 11.812  0.10
H20 -23.598 17.274 12.168  0.04
H21 -22.713 17.404 15.284  0.12
H22 -23.059 16.531 13.736  0.09
C12 -20.861 12.892 7.734  -0.86
O10 -19.703 12.911 8.037  0.03
N11 -21.318 13.720 6.875  0.19
N12 -21.746 12.173 8.287  0.20
H23 -20.691 14.337 6.379  0.13
H24 -22.305 13.739 6.664  0.08
H25 -21.526 11.375 8.865  0.13
H26 -22.709 12.456 8.169  0.06
C13 -26.214 21.291 7.622  -0.79
O11 -26.695 21.406 6.531  0.07
N13 -26.007 20.133 8.205  0.17
N14 -25.813 22.281 8.385  0.16
H27 -25.856 20.043 9.199  0.05
H28 -26.089 19.331 7.596  0.08
H29 -26.231 23.197 8.306  0.11
H30 -25.202 22.040 9.152  0.07
C14 -22.446 9.901 12.407  -0.77
O12 -22.370 8.733 12.714  0.03
N15 -21.552 10.849 12.674  0.16
N16 -23.367 10.407 11.654  0.18
H31 -21.548 11.767 12.251  0.05
H32 -20.700 10.640 13.174  0.11
H33 -24.082 9.826 11.239  0.06
H34 -23.380 11.415 11.595  0.06
C15 -24.366 10.278 6.598  -0.81
O13 -24.568 9.107 6.902  0.00
N17 -23.343 10.652 5.923  0.19
N18 -25.220 11.178 6.940  0.19
H35 -23.410 11.585 5.542  0.11
H36 -22.679 10.044 5.466  0.13
H37 -26.029 10.818 7.425  0.08
H38 -25.041 12.171 6.900  0.06
C16 -26.224 9.910 10.261  -0.69
O14 -25.490 8.938 10.546  0.02
N19 -26.076 11.106 10.788  0.17
N20 -27.034 9.910 9.223  0.16
H39 -26.661 11.852 10.440  0.11
H40 -25.359 11.319 11.466  0.05
H41 -27.566 10.678 8.838  0.11
H42 -26.914 9.063 8.687  0.12
C17 -25.211 20.738 11.910  -0.77
O15 -24.936 20.432 10.764  0.00
N21 -25.073 21.880 12.473  0.21
N22 -25.664 19.821 12.718  0.18
H43 -25.266 21.804 13.462  0.12
H44 -24.779 22.663 11.907  0.14
H45 -25.904 19.981 13.686  0.13
H46 -25.839 18.957 12.225  0.08
O16 -21.400 13.564 11.761  -0.03
H47 -21.497 13.920 12.645  0.05
H48 -22.249 13.719 11.346  0.01
O17 -26.568 13.962 4.668  -0.05
H49 -27.311 14.503 4.932  0.04
H50 -25.960 14.012 5.405  -0.02
O18 -24.508 14.845 3.187  -0.07
H51 -25.241 14.735 2.581  0.02
H52 -24.882 14.669 4.050  -0.03
O19 -28.174 17.348 8.854  -0.05
H53 -27.244 17.133 8.926  -0.03
H54 -28.213 18.295 8.990  0.02

Summary:
Max |F|, eV Å⁻¹: 8.4
HOMO, Eh: -0.244
Kohn-Sham gap, eV: 6.8
Net charge: -1
Energy, eV: -90404.804

***

[2]
Density functional theory data (ωB97M-V/def2-TZVPD) for a molecular structure, C55H47BrNO3P2RbS at a distorted geometry.

Last column: Löwdin charge in e.
Atoms and positions in Å:
Rb1 0.592 0.097 -0.587  0.58
C1 3.229 1.547 3.190  -0.06
C2 2.851 0.642 4.317  -0.27
C3 3.222 0.937 5.617  -0.06
C4 2.873 0.105 6.670  -0.10
C5 2.146 -1.045 6.419  -0.10
C6 1.781 -1.362 5.123  -0.10
C7 2.118 -0.527 4.059  -0.31
P1 1.752 -0.924 2.306  1.03
C8 0.631 -2.373 2.560  -0.33
C9 1.005 -3.644 2.131  -0.09
C10 0.133 -4.714 2.212  -0.10
C11 -1.146 -4.522 2.706  -0.10
C12 -1.546 -3.254 3.092  -0.06
C13 -0.680 -2.173 3.020  -0.30
C14 -1.155 -0.819 3.448  -0.06
C15 3.318 -1.650 1.814  -0.37
C16 3.922 -2.603 2.638  -0.16
C17 5.017 -3.324 2.226  -0.15
C18 5.539 -3.086 0.937  -0.13
C19 5.022 -2.119 0.139  -0.07
C20 3.924 -1.281 0.548  -0.37
C21 3.536 -0.219 -0.215  -0.18
H1 3.827 2.386 3.540  0.08
H2 2.333 1.926 2.692  0.07
H3 3.802 0.995 2.445  0.07
H4 3.799 1.832 5.813  0.10
H5 3.173 0.353 7.680  0.09
H6 1.864 -1.701 7.234  0.09
H7 1.230 -2.275 4.936  0.10
H8 1.998 -3.783 1.726  0.10
H9 0.443 -5.695 1.878  0.10
H10 -1.838 -5.351 2.768  0.10
H11 -2.557 -3.100 3.447  0.11
H12 -2.240 -0.757 3.378  0.08
H13 -0.707 -0.046 2.819  0.05
H14 -0.855 -0.619 4.478  0.08
H15 3.493 -2.793 3.618  0.10
H16 5.456 -4.080 2.864  0.07
H17 6.376 -3.685 0.592  0.09
H18 5.457 -1.920 -0.833  0.10
H19 4.100 0.060 -1.093  0.04
H20 2.878 0.542 0.195  -0.07
Br1 -0.815 0.294 -3.514  0.82
C22 -2.067 1.605 -4.150  -0.52
C23 -2.397 1.571 -5.485  -0.14
C24 -3.090 2.651 -6.041  -0.09
C25 -3.279 3.793 -5.311  -0.04
C26 -2.882 3.864 -3.956  -0.17
C27 -2.857 5.069 -3.239  -0.05
C28 -2.347 5.093 -1.955  -0.09
C29 -2.088 3.909 -1.283  -0.08
C30 -2.310 2.666 -1.884  -0.15
C31 -2.431 2.672 -3.311  -0.16
H21 -2.102 0.730 -6.095  0.09
H22 -3.421 2.598 -7.070  0.10
H23 -3.726 4.673 -5.757  0.10
H24 -3.192 5.981 -3.716  0.10
H25 -2.218 6.040 -1.444  0.10
H26 -1.846 3.940 -0.226  0.11
C32 -6.224 -3.080 1.424  -0.12
C33 -5.086 -3.845 1.224  -0.11
C34 -3.968 -3.297 0.618  -0.10
C35 -3.974 -1.971 0.190  -0.32
C36 -5.123 -1.212 0.401  -0.08
C37 -6.238 -1.759 1.006  -0.09
P2 -2.484 -1.098 -0.471  1.01
C38 -3.200 0.184 -1.498  -0.48
C39 -2.911 1.573 -1.001  -0.32
C40 -4.235 2.283 -0.878  -0.09
C41 -5.197 2.096 -1.819  -0.14
C42 -5.117 1.022 -2.720  -0.14
C43 -4.225 0.005 -2.414  -0.17
C44 -1.874 -2.485 -1.534  -0.39
C45 -2.220 -2.708 -2.861  -0.12
C46 -1.712 -3.795 -3.548  -0.09
C47 -0.836 -4.669 -2.931  -0.10
C48 -0.458 -4.440 -1.619  -0.08
C49 -0.971 -3.357 -0.928  -0.12
H27 -7.099 -3.515 1.889  0.09
H28 -5.075 -4.881 1.544  0.09
H29 -3.087 -3.906 0.473  0.09
H30 -5.141 -0.186 0.065  0.09
H31 -7.125 -1.156 1.148  0.10
H32 -2.370 1.541 -0.043  0.11
H33 -4.331 3.037 -0.109  0.10
H34 -6.083 2.720 -1.822  0.10
H35 -5.864 0.887 -3.489  0.08
H36 -4.418 -0.976 -2.831  0.09
H37 -2.878 -2.023 -3.369  0.07
H38 -2.009 -3.964 -4.575  0.10
H39 -0.450 -5.521 -3.474  0.10
H40 0.237 -5.108 -1.130  0.10
H41 -0.681 -3.188 0.104  0.08
N1 1.591 3.459 -0.314  0.07
C50 2.898 3.577 -0.838  -0.34
C51 3.971 3.894 -0.008  -0.04
C52 5.254 3.955 -0.526  -0.06
C53 5.469 3.718 -1.865  -0.27
C54 4.413 3.420 -2.699  -0.06
C55 3.128 3.342 -2.192  -0.04
S1 7.119 3.934 -2.577  0.41
O1 8.028 4.078 -1.441  -0.39
O2 7.362 2.746 -3.391  -0.38
O3 6.977 5.161 -3.366  -0.39
H42 1.480 4.002 0.534  0.08
H43 0.883 3.716 -0.995  0.07
H44 3.794 4.093 1.041  0.10
H45 6.110 4.193 0.087  0.10
H46 4.618 3.261 -3.745  0.11
H47 2.288 3.113 -2.840  0.11

Summary:
Max |F|, eV Å⁻¹: 1.0
HOMO, Eh: -0.052
Kohn-Sham gap, eV: 4.8
Net charge: -2
Energy, eV: -165541.619